C52H66N4O4S3SbSiY | the ωB97M-V functional and the def2-TZVPD basis

```
132
Properties=species:S:1:pos:R:3:forces:R:3:lowdin_charge:R:1
H -2.460881 5.538915 1.281139 0.0729 -0.0665 -0.0236 0.0992
H -3.104456 1.458390 -3.647213 0.1080 0.0173 -0.0669 0.0844
H -1.441106 -6.264309 -0.070591 -0.1234 0.0558 -0.0879 0.1161
H 0.541571 2.183599 -3.336454 0.0225 -0.0426 -0.0485 0.0869
H -2.390900 -0.914419 -3.640080 0.0648 -0.0356 -0.0083 0.0857
H -5.644238 1.007171 -2.723039 -0.0449 0.0360 0.0857 0.0907
C -4.679323 -3.527199 3.137173 0.0098 -0.0010 0.0152 -0.0490
C -0.140494 0.167931 3.475988 0.0068 0.0891 -0.0392 -0.0688
H 5.193116 -1.033215 3.525341 0.0528 0.0084 -0.0388 0.1021
C 1.615353 2.878745 -0.297514 0.5761 0.9798 0.0028 -0.0763
H -5.373435 -1.185237 -0.613606 0.0673 0.0395 -0.0133 0.1059
N 2.871948 -4.901475 -0.373687 0.2256 0.0741 0.3813 -0.0107
H -6.041643 2.373936 -1.662034 -0.0065 -0.1404 -0.0024 0.0933
H 0.443565 1.232533 -4.834288 -0.0028 -0.0053 0.0703 0.1023
H 2.995692 -5.501952 -1.170507 0.0201 -0.0418 -0.0246 0.1226
C 4.139166 1.711625 1.179664 -0.0150 0.0969 -0.0604 -0.3662
C -2.308056 -5.905004 -0.621188 0.0578 -0.0502 -0.0176 -0.0861
C 3.889429 -4.971495 0.679771 -0.2531 -0.0897 -0.1224 -0.0585
H 2.017187 -4.913846 -3.087874 -0.0342 0.0194 0.0163 0.0956
C -2.678156 -4.569622 -0.545977 0.1465 -0.1874 -0.1012 -0.4200
C -2.871933 -1.675824 2.100968 -0.0906 -0.1967 0.0803 -0.1068
C -0.106366 -0.933137 4.315786 0.0215 -0.0652 0.0949 -0.0470
C 6.019068 -1.638093 0.266210 0.0288 -0.1014 0.1373 -0.1357
H 0.932605 1.335350 2.041913 -0.0895 0.0825 -0.1892 0.0732
O -1.535130 3.197276 -0.968153 -0.1827 0.2735 0.1341 -0.1049
H 4.690241 -5.619809 0.332869 -0.0409 -0.0024 -0.0109 0.0963
H 5.706872 5.220943 1.513532 -0.0798 -0.1474 -0.0193 0.1201
C -3.773401 -1.296726 3.088219 0.0228 -0.0048 0.0496 -0.0669
H -4.198520 -0.835554 -1.910792 -0.0625 0.0066 0.1267 0.0902
H -0.364410 5.607868 -1.091485 0.1087 -0.0245 0.0167 0.0697
H 8.890989 -2.430492 1.880776 -0.0850 -0.0579 -0.0037 0.1158
H 7.507699 -1.831183 3.841911 -0.0109 0.0183 -0.0704 0.1155
C 2.713694 4.639297 -1.593253 -0.0326 -0.0034 -0.2659 -0.0220
C -1.068350 0.768133 -3.365120 0.1081 0.0528 0.0136 -0.6109
H -0.944466 -1.137728 4.973148 0.0889 0.0273 -0.0297 0.1187
S -1.656895 -3.506555 0.444685 -0.4388 0.0246 -0.1247 1.0351
H 3.717269 6.241420 -2.594585 -0.0412 -0.0134 0.0839 0.1188
H -6.822450 0.796213 -1.408614 0.1002 0.0720 -0.0498 0.1003
C 5.257117 4.236684 1.416558 0.1405 -0.1409 0.0298 -0.0765
H -5.382097 -4.246677 3.540739 0.0536 0.0488 -0.0289 0.1180
H -4.087874 -3.042870 -1.127260 0.0240 -0.1128 -0.0048 0.0828
C -3.624600 4.538025 -0.909766 -0.0473 -0.2422 -0.0734 -0.0262
H 0.232002 -3.484371 -1.412526 -0.2095 0.0699 0.0200 0.0467
S 2.753666 -0.721528 -1.136971 0.2835 0.2139 -0.0143 0.0657
Si -2.041054 1.661282 -0.763829 0.4139 0.1175 -0.3998 0.0187
H 4.869630 1.738702 -0.851734 -0.0642 0.0765 0.0353 0.1014
H -5.369826 -1.917419 4.381037 0.0548 -0.0340 -0.0808 0.1166
C 2.215640 4.184774 -0.374850 -0.3175 -0.2497 0.0247 -0.2225
H 2.919247 -2.209667 3.472450 -0.0291 -0.0583 -0.0468 0.0945
H 3.919994 7.623018 -0.549726 -0.0553 -0.0864 0.0032 0.1199
H -1.873823 6.526969 -1.179071 0.0698 -0.1078 -0.0172 0.0981
C 2.019245 -0.461103 2.584261 -0.1565 0.0666 -0.1495 -0.4107
C 7.324187 -2.073703 0.458364 0.0680 -0.0166 -0.0020 -0.0605
Sb 3.461160 -0.272135 1.028928 0.3904 0.1845 -0.1088 1.2901
C 1.811423 -4.096920 -0.357854 -0.1615 0.0571 -0.2300 -0.7740
C 4.615015 3.658978 2.507937 0.1106 -0.1010 -0.0139 -0.0746
H 3.037565 6.793094 1.609134 -0.0134 -0.0432 -0.0841 0.1231
C -4.532322 -4.951731 -2.003369 0.0205 0.0038 -0.0083 -0.0418
H -2.189569 -0.949659 1.687519 0.0121 0.1421 -0.0720 0.0575
H 0.253907 -4.966167 -3.176006 0.0074 0.0028 0.0291 0.0950
H -1.483517 5.334528 -2.438209 -0.0236 0.0707 0.1199 0.0931
H 7.928403 -2.361237 -0.395978 -0.0575 0.0493 0.0921 0.1155
H -2.800870 -7.822562 -1.457515 -0.0116 0.0880 -0.0045 0.1169
H 1.931121 4.578100 1.718073 0.0253 0.0400 -0.0596 0.1262
N -1.276804 -2.244237 -0.506474 -0.0509 0.0421 0.0469 -0.4252
H 1.052969 -2.599784 5.025992 -0.0115 0.0546 -0.0514 0.1223
Y 0.166480 -0.389855 -0.216262 -1.0568 0.0039 0.1661 1.2075
H -3.797325 -4.941284 1.784633 -0.0113 0.0910 0.0269 0.1171
O -3.605640 1.641629 -1.159040 -0.4139 -0.4286 0.1912 -0.1030
H -5.401064 -4.584357 -2.536252 0.0418 -0.0438 0.0201 0.1183
C 7.859982 -2.128180 1.740469 -0.0371 0.0368 -0.0075 -0.0543
C -2.088435 1.735300 -3.940057 -0.1574 0.1557 0.2440 -0.0121
H -0.866964 4.764741 1.156514 -0.0419 -0.0133 -0.0018 0.0742
H 5.839905 4.008209 -0.642388 -0.0214 -0.0446 0.0856 0.1192
C -5.121622 1.239323 0.689896 0.1665 0.1148 0.0638 -0.0122
H -3.773873 -0.273292 3.448572 0.0008 -0.0783 -0.0336 0.1139
H -1.163161 -0.742801 -4.908514 -0.0338 0.0211 0.0987 0.1034
H -2.310722 3.775816 1.463858 0.0143 0.1809 -0.0639 0.0874
C 2.325678 4.951814 0.780733 -0.2872 0.0618 0.0523 -0.0458
C -3.068195 -6.773687 -1.399381 0.0232 -0.0205 0.0147 -0.0549
H 5.596606 -1.589074 -0.730210 0.0002 0.0116 -0.0248 0.0790
H 2.610483 4.027144 -2.483997 0.0431 0.0620 0.1022 0.1269
C -1.929647 4.652952 0.923749 0.0358 -0.1694 0.0648 -0.0130
C -4.774698 0.889634 -0.754150 0.1823 -0.0265 0.1354 -0.6131
N 1.228449 1.808706 -0.197059 -0.4436 -0.3320 -0.0030 0.1055
C -3.789124 -3.919555 2.148682 0.0317 0.0190 -0.0103 -0.0627
C 3.327385 5.878006 -1.650782 -0.0032 -0.0093 -0.0488 -0.0489
C -2.136011 4.474088 -0.574724 -0.1067 -0.1281 -0.0046 -0.6075
C 5.785302 -1.330798 2.665380 0.0580 -0.0821 -0.1243 -0.1127
C 4.785191 2.284179 0.084443 0.0570 0.0457 0.1919 -0.1217
H -4.756374 -6.970749 -2.706117 0.0517 0.0673 0.0676 0.1186
C -1.416399 5.551863 -1.367297 0.0900 -0.0575 -0.1461 -0.0187
H 3.471067 -5.376364 1.600294 -0.0300 -0.0250 -0.0236 0.0885
C 2.069008 -1.540704 3.468430 -0.0266 0.2041 -0.0006 -0.1917
H -3.797841 4.252595 -1.952217 0.0136 0.0677 0.1324 0.0976
H -0.702934 -1.356955 -3.313151 0.0657 -0.0737 -0.0211 0.0703
H 4.293417 -3.987417 0.887607 0.0496 0.1660 -0.0256 0.0544
C -4.671278 -2.218126 3.607684 -0.0369 0.0106 0.0233 -0.0523
H -3.671053 -0.868829 -0.200439 -0.1448 0.0047 -0.0426 0.0486
H -1.899623 2.754750 -3.586487 -0.0071 -0.1402 -0.0878 0.0893
H -2.110478 -1.953130 -1.015127 -0.0560 0.0551 -0.0462 -0.0077
S 1.497119 -3.037384 0.953351 0.2200 -0.1719 0.1158 0.6246
C 0.336532 1.192063 -3.748454 0.0993 0.1604 0.0837 -0.0213
H -5.898976 0.571766 1.072653 0.0618 0.0808 -0.0433 0.0981
C -2.899928 -2.980244 1.631679 0.0550 0.0751 0.1727 -0.3705
C -5.889315 1.291113 -1.695182 -0.1393 0.1396 -0.1678 -0.0143
H 1.078485 0.491781 -3.356113 0.0430 -0.0014 -0.0050 0.0514
O -1.117656 0.744668 -1.895985 0.0326 -0.2257 -0.1085 -0.2493
C 4.050921 2.390550 2.393503 0.1205 0.1263 -0.0437 -0.1128
H -0.979539 0.854303 3.493494 0.0261 -0.0778 -0.0575 0.1200
H -2.019495 1.720248 -5.028468 0.0002 0.0173 0.0331 0.1047
H 3.570846 1.934716 3.255957 0.0015 0.0577 -0.0831 0.1028
H 4.559437 4.194642 3.450951 0.0090 -0.0776 -0.0950 0.1187
C -4.487887 -0.600474 -0.877437 0.2222 0.0731 -0.1394 -0.0374
H -5.483569 2.268917 0.762540 0.0424 -0.1129 0.0074 0.0884
C 3.438715 6.651979 -0.499994 0.0252 0.0176 0.0866 -0.0420
C 1.011181 -1.763622 4.337386 -0.0156 0.0274 0.0220 -0.0475
C 7.089771 -1.774227 2.843693 -0.0225 0.0106 -0.0207 -0.0596
C 5.263916 -1.268021 1.373731 -0.0993 -0.1313 0.2097 -0.3704
H -3.982231 5.558589 -0.760555 0.0349 -0.0591 0.0031 0.0983
C 1.104982 -5.098117 -2.512849 0.0569 0.1337 0.1051 -0.0499
C 5.338053 3.554894 0.205727 0.1100 -0.0826 0.1135 -0.0664
N 0.970867 -4.169120 -1.397285 0.1878 -0.1543 -0.1348 -0.0396
C 2.944034 6.188381 0.714046 -0.0975 0.1385 -0.1014 -0.0622
C -1.348724 -0.647063 -3.835794 -0.1626 -0.0744 0.0363 -0.0178
C 0.923004 0.419230 2.610279 0.3261 -0.3377 0.2876 -0.1855
O -1.507489 0.851685 0.513173 0.3006 -0.1976 0.0907 -0.3730
H -4.208016 3.868583 -0.273885 0.0541 0.1309 -0.0765 0.0679
C -4.168807 -6.294748 -2.094282 -0.0380 0.0081 -0.0012 -0.0473
H 1.106376 -6.133839 -2.162823 -0.0266 0.0365 -0.0017 0.0949
H -4.228416 1.136388 1.317905 -0.1549 -0.0245 -0.0529 0.0740
C -3.791534 -4.082067 -1.221134 -0.0230 -0.0428 -0.0402 -0.0627
```
Forces are in eV/Å.

Results
Lowest unoccupied orbital energy ... -0.1629 Eh
Relative energy (zero: lowest compared OMol25 entry of this formula, charge and spin) ... 0.0 kJ/mol
Energy ... -4303.6145 Eh
HOMO-LUMO gap ... 8.27 eV
Maximum force ... 1.14 eV/A
Charge ... +2